(1)
This record from OMol25 describes one molecule with the formula C5H9NO at a distorted geometry. The level of theory is ωB97M-V/def2-TZVPD.

The geometry in ORCA input format:
```
! wB97M-V def2-TZVPD RIJCOSX def2/J DEFGRID3
* xyz 0 1
C 2.20 -0.79 -1.11
C 1.40 -0.40 -0.12
O 0.76 0.90 -0.19
C -0.33 0.87 0.61
N -0.23 1.67 1.72
C -1.17 -0.19 0.47
C -1.62 -0.74 -0.86
H 2.22 -0.27 -2.05
H 3.01 -1.47 -0.92
H 1.48 -0.83 0.88
H -1.10 1.86 2.20
H 0.43 2.43 1.66
H -1.86 -0.37 1.28
H -0.98 -0.39 -1.66
H -2.65 -0.45 -1.08
H -1.57 -1.83 -0.83
*
```

Values from the calculation:
- E_LUMO (eV) = 1.045
- electronic energy (a.u.) = -325.8323
- HOMO-LUMO gap (eV) = 8.7
- relative energy (zero: lowest compared OMol25 entry of this formula, charge and spin) (kcal per mole) = 66.1
- HOMO energy (eV) = -7.6
- SMILES string = C=CO/C(N)=C\C

=====

(2)
This record from OMol25 describes C31H39ClCoN10O8SSi as an isolated structure. The level of theory is ωB97M-V/def2-TZVPD.

The geometry in ORCA input format:
```
! wB97M-V def2-TZVPD RIJCOSX def2/J DEFGRID3
* xyz 0 2
Co 0.94 -1.07 -0.82
N 3.50 1.11 3.30
C 3.11 1.13 2.00
N 3.00 0.10 1.25
C 3.31 -1.15 1.75
N 3.30 -2.20 1.01
N 2.76 -2.04 -0.24
C 3.18 -2.85 -1.12
C 2.59 -2.80 -2.45
C 3.00 -3.67 -3.45
C 2.40 -3.58 -4.70
C 1.43 -2.62 -4.90
C 1.07 -1.80 -3.85
N 1.63 -1.89 -2.65
C 3.68 -1.27 3.16
C 3.91 -2.50 3.78
C 4.21 -2.56 5.13
C 4.28 -1.39 5.88
C 4.05 -0.16 5.29
C 3.75 -0.11 3.93
H 3.56 1.96 3.83
H 2.90 2.11 1.58
H 3.95 -3.59 -0.88
H 3.76 -4.41 -3.24
H 2.68 -4.26 -5.49
H 0.94 -2.51 -5.86
H 0.31 -1.04 -3.96
H 3.85 -3.40 3.18
H 4.39 -3.52 5.60
H 4.51 -1.44 6.94
H 4.09 0.75 5.87
C -2.81 -2.22 -0.87
C -2.34 -1.10 -1.72
N -1.16 -0.52 -1.75
C -1.24 0.49 -2.69
C -2.48 0.52 -3.24
N -3.17 -0.49 -2.60
H -2.24 -2.27 0.06
H -2.66 -3.17 -1.37
H -3.87 -2.11 -0.64
H -0.39 1.13 -2.88
H -2.92 1.15 -3.98
H -4.11 -0.80 -2.82
C 2.84 4.37 -0.53
Si 2.43 3.41 -2.09
C 3.92 3.43 -3.22
C 0.98 4.23 -2.95
C 1.96 1.72 -1.64
C 1.59 0.60 -1.31
H 3.15 5.39 -0.76
H 3.65 3.88 0.01
H 1.97 4.43 0.14
H 4.18 4.45 -3.51
H 3.74 2.86 -4.13
H 4.79 2.99 -2.72
H 1.20 5.27 -3.21
H 0.09 4.23 -2.32
H 0.73 3.71 -3.88
O -1.09 -4.90 -0.15
Cl -0.06 -4.25 -0.90
O -0.48 -4.01 -2.26
O 1.16 -4.99 -0.86
O 0.17 -2.94 -0.25
C -7.37 2.67 -0.14
C -6.38 1.55 0.14
S -5.12 2.16 1.25
O -4.22 3.01 0.50
O -5.74 2.68 2.44
C -4.21 0.68 1.69
C -2.99 1.07 2.54
N -1.84 0.25 2.19
C -0.96 0.54 1.21
N -0.08 -0.45 1.05
C -0.37 -1.39 1.98
C -1.46 -0.99 2.69
N -2.16 -1.71 3.70
O -3.30 -1.35 3.98
O -1.58 -2.65 4.21
C -0.94 1.84 0.49
H -8.12 2.33 -0.85
H -6.86 3.54 -0.56
H -7.87 2.97 0.78
H -5.84 1.24 -0.76
H -6.84 0.69 0.62
H -3.89 0.23 0.75
H -4.88 0.02 2.23
H -3.21 0.91 3.59
H -2.72 2.11 2.39
H 0.17 -2.32 2.07
H -0.62 2.62 1.18
H -1.93 2.11 0.11
H -0.23 1.78 -0.32
*
```

Values from the calculation:
- E_LUMO (spin up / spin down) (eV) = -0.375 / -0.375
- electronic energy (a.u.) = -4884.4982
- HOMO-LUMO gap (spin up / spin down) (eV) = 7.5 / 7.7
- relative energy (zero: lowest compared OMol25 entry of this formula, charge and spin) (kcal per mole) = 0.0
- ⟨S²⟩ = 0.762
- HOMO energy (spin up / spin down) (eV) = -7.8 / -8.0

=====

(3)
This record from OMol25 describes one molecule with the formula C6H9NO at a distorted geometry. The level of theory is ωB97M-V/def2-TZVPD.

The geometry in ORCA input format:
```
! wB97M-V def2-TZVPD RIJCOSX def2/J DEFGRID3
* xyz 0 1
O -2.61 -0.27 -0.75
C -1.89 -0.50 0.24
C -0.59 0.14 0.80
C -0.17 1.46 0.14
C 1.51 1.26 -0.37
C 1.17 -0.30 -0.65
N 1.86 -1.43 -0.11
C 0.82 -0.55 0.68
H -2.45 -1.08 1.14
H -0.84 0.11 1.85
H -1.00 1.40 -0.76
H -0.28 2.29 0.87
H 1.63 1.90 -1.19
H 2.23 1.38 0.47
H 0.40 -0.53 -1.48
H 1.58 -2.40 -0.38
H 1.59 0.01 1.20
*
```

Values from the calculation:
- E_LUMO (eV) = 0.609
- electronic energy (a.u.) = -363.7795
- HOMO-LUMO gap (eV) = 9.8
- relative energy (zero: lowest compared OMol25 entry of this formula, charge and spin) (kcal per mole) = 153.6
- HOMO energy (eV) = -9.2
- SMILES string = O=C[C@@H]1CC[C@H]2N[C@H]12